(1)
Entry from OMol25: the ion CH4ClN2O with charge +1 in a non-equilibrium geometry (ωB97M-V/def2-TZVPD).

Geometry (Å):
C: -0.309 -0.424 0.055
N: -0.045 0.955 0.070
O: -0.801 1.829 0.300
N: 1.340 1.239 -0.357
Cl: 2.411 -0.061 -0.052
H: -1.391 -0.608 0.145
H: 0.262 -0.964 0.873
H: 0.176 -0.987 -0.729
H: 1.574 2.154 -0.135

Orbital gap (spin up / spin down), eV: 9.165 / 9.164
Net charge: +1
Structure (SMILES): C[N+](=O)NCl
Lowest unoccupied orbital energy (spin up / spin down), hartree: -0.262 / -0.262
E_HOMO (spin up / spin down), eV: -16.296 / -16.296

=====

(2)
Entry from OMol25: a cluster of 2 separate species, CH4ClN2OS in total in a non-equilibrium geometry (ωB97M-V/def2-TZVPD).

Geometry (Å):
C: 0.395 -0.120 0.234
N: 0.207 0.279 1.556
N: 1.487 -0.685 -0.205
O: -0.507 0.049 -0.579
S: -3.354 0.909 -1.415
Cl: -2.399 -0.210 -2.617
H: 1.033 0.602 2.120
H: -0.750 0.778 1.689
H: 2.332 -0.616 0.310
H: 1.557 -0.985 -1.092

Orbital gap (spin up / spin down), eV: 5.197 / 6.219
Net charge: +1
Lowest unoccupied orbital energy (spin up / spin down), hartree: -0.317 / -0.301
E_HOMO (spin up / spin down), eV: -13.829 / -14.417

=====

(3)
Entry from OMol25: a cluster of 2 separate species, CH4ClN2OS in total in a non-equilibrium geometry (ωB97M-V/def2-TZVPD).

Geometry (Å):
C: 0.184 0.225 0.398
N: 0.248 -1.553 -0.979
N: 0.723 -0.221 1.421
O: -2.014 1.176 -0.610
S: -0.908 1.749 0.062
Cl: 0.537 2.219 -1.380
H: 0.163 -0.738 -1.605
H: -0.779 -1.906 -1.003
H: 0.977 -1.189 1.404
H: 0.868 0.237 2.292

Orbital gap (spin up / spin down), eV: 8.600 / 8.975
Net charge: +1
Lowest unoccupied orbital energy (spin up / spin down), hartree: -0.251 / -0.232
E_HOMO (spin up / spin down), eV: -15.427 / -15.278

=====

(4)
Entry from OMol25: the molecule CH4ClNP2 in a non-equilibrium geometry (ωB97M-V/def2-TZVPD).

Geometry (Å):
C: -0.100 -1.677 0.643
P: 1.222 -0.670 -0.227
N: 0.563 0.710 -0.017
P: 0.512 2.439 -0.618
Cl: -1.400 2.761 -0.192
H: 0.302 -2.562 1.131
H: -0.620 -1.048 1.359
H: -0.814 -2.001 -0.116
H: 0.335 2.048 -1.962

Orbital gap, eV: 8.361
Structure (SMILES): C/P=N/PCl
Lowest unoccupied orbital energy, hartree: -0.011
E_HOMO, eV: -8.668

=====

(5)
Entry from OMol25: a structure of composition CH4ClO3P in a non-equilibrium geometry (ωB97M-V/def2-TZVPD).

Geometry (Å):
C: 0.114 -0.827 0.360
O: -1.713 2.739 -0.074
O: -0.140 0.387 -0.309
O: 0.699 2.961 -0.205
P: -0.488 2.260 0.724
Cl: 2.302 2.412 0.146
H: 1.141 -0.956 0.720
H: -0.043 -1.419 -0.623
H: -0.489 -1.289 1.184
H: -1.779 2.544 -1.035

Orbital gap (spin up / spin down), eV: 8.629 / 8.628
Lowest unoccupied orbital energy (spin up / spin down), hartree: -0.022 / -0.022
E_HOMO (spin up / spin down), eV: -9.218 / -9.218

=====

(6)
Entry from OMol25: a cluster of 2 separate species, CH4ClOP in total in a non-equilibrium geometry (ωB97M-V/def2-TZVPD).

Geometry (Å):
C: 0.045 0.613 -0.742
O: 0.769 0.035 -1.714
P: 0.112 -0.992 1.556
Cl: -1.620 -1.957 1.312
H: -1.017 0.518 -0.878
H: 0.424 1.489 -0.242
H: 1.708 0.210 -1.590
H: -0.420 0.083 2.298

Orbital gap (spin up / spin down), eV: 7.465 / 7.995
Lowest unoccupied orbital energy (spin up / spin down), hartree: -0.009 / 0.011
E_HOMO (spin up / spin down), eV: -7.711 / -7.698

=====

Calculated ΔE to the lowest compared entry with this formula, charge and spin (kcal/mol), listed in the same order as above: 92.5, 38.5, 103.2, 9.3, 55.4, 83.3
Calculated energy (hartree), listed in the same order as above: -684.9970, -1083.2816, -1083.1786, -1238.1348, -1067.6775, -917.1998